[1]
Computed, not measured: a molecular structure, FH12O6Sr, with ωB97M-V/def2-TZVPD.

Last column: Löwdin charge in e.
CARTESIAN COORDINATES (ANGSTROEM)
Sr 2.76 -0.89 0.43  1.827
F 0.52 0.29 -0.09  -0.542
O -1.86 -0.52 -0.34  -0.086
H -2.09 -0.26 -1.25  0.068
H -0.99 -0.02 -0.22  -0.006
O -0.91 -3.13 -0.63  -0.093
H -1.05 -2.19 -0.46  -0.039
H -1.56 -3.71 -0.19  0.058
O 0.90 -0.95 2.29  -0.134
H 0.82 -1.07 3.26  0.099
H 0.16 -0.43 2.02  -0.005
O -0.63 1.75 1.94  -0.048
H -0.18 1.26 1.21  -0.013
H -1.43 1.36 2.27  0.040
O 0.64 0.47 -2.65  -0.017
H 0.53 0.50 -1.70  -0.054
H 0.96 -0.38 -2.80  -0.007
O 1.13 2.96 -0.82  -0.014
H 1.44 2.86 -1.69  0.007
H 0.84 2.09 -0.60  -0.044

LUMO energy = -6.26 eV
HOMO-LUMO gap = 7.50 eV
DFT total energy = -589.0052 Ha
Net charge = +1


[2]
Computed, not measured: a molecular structure, FH14O7Pb, with ωB97M-V/def2-TZVPD.

Last column: natural (NBO) charge in e.
CARTESIAN COORDINATES (ANGSTROEM)
Pb -0.03 -0.29 -0.09  1.756
F 0.90 -3.51 -0.40  -0.826
O 1.03 -0.58 -3.45  -0.969
H 1.19 0.11 -4.08  0.484
H 1.37 -1.37 -3.87  0.496
O 1.12 2.74 -1.16  -0.972
H 0.83 3.60 -1.49  0.494
H 2.08 2.77 -1.26  0.488
O -2.72 1.73 0.65  -0.972
H -3.61 1.54 0.36  0.494
H -2.83 2.31 1.40  0.489
O 3.49 -0.62 0.45  -0.967
H 3.98 -1.16 -0.17  0.494
H 4.13 -0.39 1.13  0.483
O -3.21 -1.78 -1.97  -0.959
H -3.82 -2.44 -1.66  0.485
H -2.78 -2.17 -2.73  0.482
O -1.73 -1.71 2.98  -0.962
H -1.55 -1.60 3.92  0.485
H -1.80 -2.65 2.85  0.488
O 1.15 1.54 2.66  -0.965
H 2.02 1.53 3.05  0.489
H 0.80 2.40 2.89  0.486

LUMO energy = -5.67 eV
HOMO-LUMO gap = 6.19 eV
Relative energy (zero: lowest compared OMol25 entry of this formula, charge and spin) = 478.7 kJ/mol
DFT total energy = -827.4416 Ha
Net charge = +1


[3]
Computed, not measured: a molecular structure, FH14O7V, with ωB97M-V/def2-TZVPD.

Last column: natural (NBO) charge in e.
CARTESIAN COORDINATES (ANGSTROEM)
V 0.45 -0.09 -0.07  1.392
F -0.99 1.35 0.14  -0.781
O -3.27 0.11 0.54  -1.005
H -3.80 0.84 0.90  0.485
H -2.36 0.45 0.43  0.495
O 0.48 -0.22 -2.36  -0.947
H 1.26 -0.37 -2.98  0.518
H 0.04 0.55 -2.73  0.516
O -1.38 -1.54 -0.60  -0.969
H -1.35 -2.19 -1.37  0.512
H -2.20 -1.67 -0.13  0.526
O 1.95 -1.70 -0.40  -0.913
H 1.89 -2.45 0.19  0.501
H 2.82 -1.38 -0.09  0.501
O 0.87 2.52 -1.23  -0.986
H -0.01 2.35 -0.90  0.499
H 0.92 3.49 -0.96  0.488
O 1.97 0.73 1.16  -0.924
H 1.90 1.70 1.21  0.528
H 2.08 0.45 2.04  0.497
O -0.27 -0.93 2.03  -0.948
H -0.82 -1.64 2.32  0.513
H -0.16 -0.37 2.84  0.503

Multiplicity = 4
LUMO energy (spin up / spin down) = -3.54 / -3.55 eV
HOMO-LUMO gap (spin up / spin down) = 8.41 / 9.90 eV
Relative energy (zero: lowest compared OMol25 entry of this formula, charge and spin) = 0.0 kJ/mol
DFT total energy = -1578.8115 Ha
Net charge = +1


Which formula does entry 3 have?
FH14O7V